--- a ---
{
  "formula": "C5H13NO2",
  "method": "ωB97M-V/def2-TZVPD",
  "species": ["C", "C", "C", "C", "N", "C", "H", "H", "H", "H", "H", "H", "H", "H", "H", "O", "H", "H", "O", "H", "H"],
  "positions_angstrom": [[2.71881, 0.06410, 1.74729], [1.59191, -0.64558, 1.64970], [0.94243, -1.01529, 0.37418], [-0.41741, -1.12923, 0.35187], [-1.09845, -1.19887, -0.88245], [-2.47611, -1.69707, -0.92755], [3.02142, 0.42497, 2.71321], [3.28657, 0.33240, 0.81837], [1.10011, -0.78664, 2.59783], [1.67550, -0.96991, -0.44167], [-0.94240, -1.12841, 1.29366], [-0.49523, -1.55681, -1.62117], [-2.57796, -2.81721, -0.93627], [-2.95024, -1.60853, 0.06272], [-2.99531, -1.25295, -1.76299], [1.70035, 3.66887, 0.23942], [1.70147, 2.74445, 0.58556], [0.89022, 3.58748, -0.30319], [-1.31486, 1.76220, -2.15338], [-1.80818, 2.32973, -1.53922], [-1.55264, 0.89228, -1.86592]],
  "nbo_charge": [-0.434, -0.195, -0.324, 0.020, -0.632, -0.423, 0.205, 0.191, 0.194, 0.214, 0.203, 0.388, 0.184, 0.208, 0.206, -0.934, 0.469, 0.465, -0.942, 0.462, 0.475],
  "smiles": "C=C/C=C/NC.O.O",
  "e_homo_ha": -0.292,
  "gap_ev": 8.57
}

=====

--- b ---
{
  "formula": "C5H13NO2",
  "method": "ωB97M-V/def2-TZVPD",
  "species": ["C", "C", "C", "N", "C", "C", "O", "H", "H", "H", "H", "H", "H", "H", "H", "H", "H", "H", "O", "H", "H"],
  "positions_angstrom": [[-2.70367, 1.55079, 0.07780], [-1.24769, 1.91868, 0.35033], [-0.21036, 1.09093, -0.39190], [0.12535, -0.13379, 0.33201], [0.80517, -1.15417, -0.27486], [1.48967, -0.95293, -1.59786], [0.93869, -2.20607, 0.33917], [-3.03281, 0.62512, 0.53283], [-3.33529, 2.40822, 0.29097], [-2.78712, 1.53585, -1.01515], [-0.98428, 2.97348, 0.24132], [-1.01348, 1.87374, 1.41562], [-0.35391, 0.94665, -1.46712], [0.69891, 1.70641, -0.40838], [-0.57365, -0.51328, 0.95445], [2.12259, -1.82987, -1.72466], [2.25433, -0.22096, -1.54754], [0.76147, -0.88444, -2.39957], [2.68773, -2.92813, 2.26159], [2.44837, -3.32544, 1.42309], [1.90998, -2.48080, 2.60786]],
  "nbo_charge": [-0.619, -0.417, -0.224, -0.615, 0.690, -0.734, -0.648, 0.212, 0.220, 0.205, 0.219, 0.209, 0.190, 0.192, 0.398, 0.249, 0.238, 0.232, -0.957, 0.486, 0.473],
  "smiles": "CCCNC(C)=O.O",
  "e_homo_ha": -0.359,
  "gap_ev": 10.50
}

=====

Name the least stable of them. a.

=====

--- a ---
{
  "formula": "C5H13NO2",
  "method": "ωB97M-V/def2-TZVPD",
  "species": ["C", "C", "C", "C", "N", "C", "H", "H", "H", "H", "H", "H", "H", "H", "H", "O", "H", "H", "O", "H", "H"],
  "positions_angstrom": [[-3.29146, 0.03492, 1.06329], [-1.99593, -0.26099, 1.25909], [-0.90978, 0.59362, 0.83941], [0.42643, 0.37496, 0.76575], [1.36137, 1.22288, 0.31648], [2.68294, 0.88750, -0.16927], [-4.04995, -0.62702, 1.44273], [-3.57551, 0.97276, 0.59964], [-1.78964, -1.28368, 1.56345], [-1.23039, 1.63063, 0.67616], [0.77606, -0.66048, 0.72589], [1.06379, 2.18390, 0.35859], [2.97856, 0.01581, 0.41506], [3.39242, 1.66319, 0.11044], [2.70000, 0.69252, -1.23475], [1.50939, -2.20636, -0.62588], [2.23012, -2.25086, -1.27653], [0.78199, -1.99348, -1.23767], [-0.65597, -0.44724, -1.90947], [-1.02694, 0.06490, -1.17926], [-1.37748, -0.60748, -2.50315]],
  "nbo_charge": [-0.445, -0.185, -0.442, 0.078, -0.579, -0.398, 0.199, 0.183, 0.203, 0.185, 0.221, 0.379, 0.211, 0.201, 0.193, -0.954, 0.465, 0.494, -0.974, 0.495, 0.470],
  "smiles": "C=C/C=C/NC.O.O",
  "e_homo_ha": -0.267,
  "gap_ev": 8.05
}

=====

--- b ---
{
  "formula": "C5H13NO2",
  "method": "ωB97M-V/def2-TZVPD",
  "species": ["C", "C", "C", "C", "C", "N", "O", "O", "H", "H", "H", "H", "H", "H", "H", "H", "H", "H", "H", "H", "H"],
  "positions_angstrom": [[0.42244, -0.43352, -0.35953], [-0.07963, 0.82509, -0.08302], [0.70192, -1.49599, 0.64810], [-0.18743, 1.46630, 1.25756], [2.13792, 0.76324, -0.47822], [-2.08383, -0.19635, -0.30128], [-2.41836, -1.55521, 0.04556], [-2.15275, -0.13634, -1.74906], [-2.02198, -2.10568, -0.65243], [-3.08954, 0.03087, -1.93692], [0.32631, -0.75884, -1.39009], [-0.33275, 1.44196, -0.93696], [1.49978, -2.15932, 0.31007], [-0.20844, -2.09386, 0.76462], [0.96856, -1.09594, 1.62527], [0.22746, 2.47580, 1.24188], [-1.25386, 1.54496, 1.48779], [0.28970, 0.89741, 2.05380], [2.06494, 1.75103, -0.92394], [2.55289, 0.76655, 0.52425], [2.63664, 0.06784, -1.14745]],
  "nbo_charge": [-0.043, 0.085, -0.676, -0.692, -0.647, -0.136, -0.626, -0.681, 0.430, 0.465, 0.232, 0.230, 0.224, 0.266, 0.217, 0.229, 0.277, 0.218, 0.211, 0.202, 0.215],
  "e_homo_ha": [-0.230, -0.230],
  "gap_ev": [7.00, 6.99]
}

=====

Name the least stable of them. b.

=====

--- a ---
{
  "formula": "C5H13NO2",
  "method": "ωB97M-V/def2-TZVPD",
  "species": ["C", "C", "C", "O", "N", "C", "C", "H", "H", "H", "H", "H", "H", "H", "H", "H", "H", "H", "O", "H", "H"],
  "positions_angstrom": [[-3.03248, -1.23124, -1.45011], [-1.69485, -0.45027, -1.48260], [-1.08514, -0.19544, -0.08709], [-1.62122, -0.73578, 0.87805], [0.18336, 0.36740, -0.03094], [0.69116, 1.47229, -0.90153], [1.05080, 0.07186, 1.03303], [-2.89800, -2.27307, -1.11379], [-3.56486, -1.23932, -2.41609], [-3.65446, -0.70015, -0.71004], [-0.92685, -1.04181, -2.01711], [-1.74100, 0.54868, -1.95739], [1.73476, 1.76695, -0.69983], [0.05998, 2.37660, -0.88077], [0.63922, 1.03008, -1.91067], [0.86682, 0.76301, 1.87272], [2.09970, 0.18197, 0.71008], [0.89858, -0.96132, 1.38795], [3.74956, 0.38341, 3.16391], [4.13953, -0.28837, 2.55985], [4.10544, 0.15450, 4.05228]],
  "nbo_charge": [-0.607, -0.492, 0.686, -0.614, -0.467, -0.416, -0.396, 0.220, 0.208, 0.222, 0.219, 0.212, 0.219, 0.201, 0.203, 0.195, 0.188, 0.219, -0.942, 0.470, 0.473],
  "smiles": "CCC(=O)N(C)C.O",
  "e_homo_ha": -0.326,
  "gap_ev": 9.54
}

=====

--- b ---
{
  "formula": "C5H13NO2",
  "method": "ωB97M-V/def2-TZVPD",
  "species": ["C", "C", "C", "C", "O", "N", "C", "H", "H", "H", "H", "H", "H", "H", "H", "H", "H", "H", "O", "H", "H"],
  "positions_angstrom": [[1.45532, 0.40920, 2.09887], [1.48648, -0.04555, 0.67298], [0.32245, 0.66958, -0.12542], [0.38558, 0.40017, -1.62883], [1.42630, -0.01013, -2.07655], [-0.95334, 0.15067, 0.47586], [-1.88030, 1.27903, 0.79842], [0.41449, 0.49123, 2.60492], [1.54282, 1.46678, 2.18671], [2.15767, -0.18298, 2.64449], [1.60994, -1.17207, 0.55406], [2.37787, 0.32718, 0.13162], [0.39914, 1.79453, 0.06141], [-0.68958, 0.26096, -2.31758], [-0.81560, -0.27938, 1.35720], [-2.63663, 1.10716, 1.59579], [-2.29143, 1.77903, -0.11593], [-1.24827, 2.00574, 1.28371], [-1.69861, -2.54904, -0.72616], [-1.10059, -2.77146, -1.41143], [-1.48524, -1.68256, -0.38039]],
  "nbo_charge": [-0.623, -0.418, -0.159, 0.439, -0.519, -0.651, -0.423, 0.191, 0.213, 0.227, 0.228, 0.233, 0.200, 0.122, 0.373, 0.214, 0.203, 0.164, -0.967, 0.464, 0.489],
  "smiles": "CC[C@@H](C=O)NC.O",
  "e_homo_ha": -0.354,
  "gap_ev": 10.41
}

=====

Name the least stable of them. b.

=====

--- a ---
{
  "formula": "C5H13NO2",
  "method": "ωB97M-V/def2-TZVPD",
  "species": ["C", "C", "C", "C", "O", "N", "C", "O", "H", "H", "H", "H", "H", "H", "H", "H", "H", "H", "H", "H", "H"],
  "positions_angstrom": [[1.41786, 1.18909, 0.06111], [0.01307, 0.57221, 0.06590], [-0.35097, 0.24708, -1.38286], [-1.61743, -0.51426, -1.67965], [-1.62347, -1.04470, -3.03015], [0.01525, -0.66911, 0.87745], [-0.09156, -0.51102, 2.29660], [1.14381, -0.08124, 2.92896], [1.58059, 2.05808, -0.57960], [1.76958, 1.42706, 1.06023], [2.11181, 0.43127, -0.33321], [-0.73163, 1.28297, 0.43519], [0.49579, -0.32902, -1.78757], [-0.33246, 1.19898, -1.93171], [-1.58398, -1.45237, -1.12024], [-2.54177, 0.03897, -1.52069], [-0.90643, -0.68281, -3.53088], [0.87350, -1.11469, 0.59023], [-0.40959, -1.47133, 2.70724], [-0.78766, 0.27741, 2.57123], [1.55570, -0.85256, 3.30244]],
  "nbo_charge": [-0.630, -0.045, -0.430, -0.066, -0.731, -0.642, 0.084, -0.749, 0.210, 0.236, 0.191, 0.193, 0.192, 0.203, 0.189, 0.171, 0.460, 0.358, 0.164, 0.175, 0.466],
  "smiles": "C[C@@H](CCO)NCO",
  "e_homo_ha": -0.339,
  "gap_ev": 10.11
}

=====

--- b ---
{
  "formula": "C5H13NO2",
  "method": "ωB97M-V/def2-TZVPD",
  "species": ["C", "C", "C", "C", "C", "N", "O", "O", "H", "H", "H", "H", "H", "H", "H", "H", "H", "H", "H", "H", "H"],
  "positions_angstrom": [[0.38698, 1.07892, 1.17619], [0.89012, 0.38341, 0.04940], [-1.07688, 0.30792, -0.50698], [1.34474, -1.05098, 0.08748], [-1.01982, 0.11118, -2.00563], [-1.65889, -0.78297, 0.24889], [-0.24872, 0.46759, 2.18717], [2.34526, 1.19625, 1.39437], [-0.73046, -0.31171, 1.80245], [2.50359, 0.70775, 2.21535], [0.22098, 2.14744, 1.10791], [1.30510, 1.00439, -0.73315], [-1.59976, 1.23010, -0.25737], [-2.67468, -0.74762, 0.28013], [-1.39525, -1.68750, -0.12916], [0.92948, -1.63239, -0.74003], [2.43131, -1.06763, 0.00971], [1.07121, -1.54939, 1.01818], [-0.42858, -0.76682, -2.28184], [-2.02324, -0.01985, -2.43236], [-0.57249, 0.98193, -2.49070]],
  "nbo_charge": [0.421, -0.119, -0.077, -0.651, -0.644, -0.883, -0.701, -0.969, 0.516, 0.440, 0.196, 0.237, 0.191, 0.377, 0.371, 0.201, 0.254, 0.217, 0.201, 0.203, 0.219],
  "e_homo_ha": [-0.282, -0.282],
  "gap_ev": [8.37, 8.37]
}

=====

Name the least stable of them. b.